{"formula": "C11H13NO2", "method": "ωB97M-V with the def2-TZVPD basis set", "symbols": ["C", "C", "C", "C", "C", "C", "C", "C", "C", "C", "C", "N", "O", "O", "H", "H", "H", "H", "H", "H", "H", "H", "H", "H", "H", "H", "H"], "coordinates": [[1.448, 1.865, 2.571], [0.670, 2.563, 1.680], [1.549, 0.427, 2.365], [-0.174, 1.889, 0.796], [0.858, -0.201, 1.318], [-0.074, 0.544, 0.637], [-1.074, 0.310, -1.715], [-0.906, -0.222, -0.316], [-0.152, -0.782, -1.532], [-1.961, -0.966, 0.412], [1.385, -0.739, -1.775], [-0.624, -2.114, -2.000], [-1.765, -2.221, -2.308], [0.239, -2.973, -2.074], [2.170, 2.288, 3.354], [0.533, 3.654, 1.788], [2.290, -0.114, 2.921], [-0.877, 2.495, 0.276], [0.952, -1.301, 1.260], [-2.049, 0.160, -2.243], [-0.637, 1.212, -1.715], [-2.530, -1.700, -0.245], [-2.760, -0.335, 0.666], [-1.774, -1.538, 1.279], [1.872, -1.203, -0.900], [1.724, 0.216, -1.813], [1.667, -1.215, -2.686]], "de_lowest_kcal_mol": 121.6, "charge": 0, "smiles": "C[C@]1(c2ccccc2)C[C@]1(C)[N+](=O)[O-]", "homo_lumo_gap_ev": 10.092}

---

{"formula": "Br2FH2PSi", "method": "ωB97M-V with the def2-TZVPD basis set", "symbols": ["F", "Si", "P", "Br", "Br", "H", "H"], "coordinates": [[1.213, 1.155, -0.594], [-2.384, 2.015, -1.768], [-0.172, 0.280, -0.817], [-3.587, 0.403, -0.677], [-2.288, 0.850, -3.683], [-0.681, -0.007, 0.359], [0.548, -0.841, -0.882]], "de_lowest_kcal_mol": 67.3, "charge": 0, "homo_lumo_gap_ev": 8.303}

---

{"formula": "C19H42Br9NO", "method": "ωB97M-V with the def2-TZVPD basis set", "symbols": ["C", "Br", "Br", "Br", "H", "C", "Br", "Br", "Br", "H", "C", "Br", "Br", "Br", "H", "C", "C", "C", "C", "C", "C", "H", "H", "H", "H", "H", "H", "H", "H", "H", "H", "H", "H", "H", "H", "C", "C", "C", "C", "C", "C", "H", "H", "H", "H", "H", "H", "H", "H", "H", "H", "H", "H", "H", "H", "C", "C", "C", "O", "C", "N", "H", "H", "H", "H", "H", "H", "H", "H", "H", "H", "H"], "coordinates": [[0.620, 0.452, 3.214], [-1.042, 1.228, 2.616], [0.833, 0.486, 5.192], [2.208, 1.269, 2.280], [0.520, -0.606, 2.972], [4.458, 1.572, 5.181], [5.222, 0.470, 3.754], [3.488, 3.222, 4.528], [5.937, 2.043, 6.482], [3.702, 0.977, 5.693], [2.999, -2.622, 3.926], [2.191, -2.495, 2.111], [4.487, -3.843, 3.877], [1.758, -2.938, 5.412], [3.439, -1.637, 4.082], [-0.100, -1.293, -0.168], [-1.493, -0.711, -0.665], [-2.628, -1.722, -0.880], [-2.286, -2.683, -2.020], [-2.414, -2.053, -3.431], [-1.933, -3.085, -4.472], [0.669, -0.612, 0.198], [0.365, -1.992, -0.864], [-0.348, -1.896, 0.705], [-1.826, -0.112, 0.182], [-1.422, -0.002, -1.490], [-3.600, -1.242, -0.993], [-2.814, -2.317, 0.014], [-1.353, -3.192, -1.778], [-2.998, -3.496, -1.880], [-3.441, -1.770, -3.663], [-1.893, -1.102, -3.546], [-2.640, -3.912, -4.399], [-1.972, -2.710, -5.495], [-0.912, -3.332, -4.183], [-5.073, 1.090, -3.264], [-5.946, 1.855, -2.294], [-5.286, 2.781, -1.340], [-4.401, 2.106, -0.345], [-3.665, 3.076, 0.619], [-4.626, 3.763, 1.613], [-4.441, 0.398, -2.708], [-4.400, 1.814, -3.724], [-5.614, 0.532, -4.028], [-6.543, 2.485, -2.953], [-6.706, 1.208, -1.857], [-5.999, 3.386, -0.779], [-4.761, 3.504, -1.964], [-4.997, 1.385, 0.214], [-3.720, 1.546, -0.986], [-2.910, 2.572, 1.221], [-3.066, 3.843, 0.128], [-5.126, 2.947, 2.136], [-4.165, 4.407, 2.362], [-5.418, 4.405, 1.227], [5.384, 1.903, 0.047], [5.847, 0.414, 0.082], [4.767, -0.664, -0.065], [5.483, -1.880, 0.073], [4.936, -3.063, -0.549], [6.827, 0.365, -1.036], [6.164, 2.646, 0.217], [4.640, 2.135, 0.808], [4.873, 2.109, -0.894], [6.291, 0.100, 1.027], [4.220, -0.644, -1.008], [3.929, -0.667, 0.633], [5.516, -3.933, -0.239], [4.954, -3.041, -1.638], [3.897, -3.222, -0.261], [7.051, -0.617, -1.103], [6.303, 0.608, -1.864]], "s_squared": 0.756, "charge": 1, "multiplicity": 2, "homo_lumo_gap_ev": [7.700, 2.640]}

---

What is the charge in the second record?
0